(1)
A structure of composition C21H40P2Pd at a distorted geometry. Source: the OMol25 dataset; level of theory: ωB97M-V with the def2-TZVPD basis set.

The geometry in ORCA input format:
```
! RIJCOSX wB97M-V def2-TZVPD def2/J DEFGRID3
* xyz 0 3
P 0.187 -0.816 -0.091
P 0.438 -0.064 -2.457
C -0.707 -2.450 -2.921
C 0.449 -1.623 -3.391
H -1.573 -1.830 -2.691
H -1.006 -3.393 -3.385
H 1.443 -2.013 -3.112
H 0.447 -1.267 -4.434
C -0.952 0.798 -3.285
H -1.115 1.843 -3.003
H -1.865 0.229 -3.127
H -0.702 0.794 -4.347
C 1.789 0.797 -3.441
H 1.355 1.170 -4.378
H 2.555 0.062 -3.708
H 2.304 1.650 -2.983
C -1.827 -4.064 -0.735
H -1.842 -4.720 0.152
H -1.985 -4.646 -1.652
H -2.596 -3.275 -0.617
C 2.014 -0.802 -0.148
H 2.384 -0.026 0.526
H 2.456 -0.670 -1.143
H 2.315 -1.787 0.221
Pd -0.171 -2.837 -0.966
C 0.171 4.331 1.002
C -1.065 3.917 1.321
C -2.074 3.263 0.404
C -1.652 1.870 -0.204
C -0.193 1.680 -0.013
C 0.683 2.157 -1.004
C 0.389 3.524 -1.503
C 0.812 4.484 -0.365
C 0.360 -4.325 1.425
H 0.783 4.728 1.817
H -1.457 4.081 2.337
H -2.318 3.918 -0.441
H -3.025 3.128 0.934
H -2.248 1.078 0.274
H -1.897 1.850 -1.278
H 0.166 1.577 1.020
H 1.767 1.927 -0.974
H -0.670 3.656 -1.756
H 0.982 3.729 -2.406
H 1.897 4.352 -0.201
H 0.692 5.517 -0.719
H 1.390 -4.617 1.693
H 0.109 -4.866 0.485
H -0.353 -4.604 2.212
C 1.077 0.099 3.247
C 0.203 -1.158 3.174
C 0.752 -2.237 4.126
C -1.240 -0.862 3.611
C 0.187 -1.685 1.694
C 0.244 -2.898 1.141
H 1.121 0.522 4.258
H 0.704 0.884 2.580
H 2.106 -0.138 2.946
H 0.758 -1.863 5.169
H 0.116 -3.134 4.080
H 1.782 -2.528 3.863
H -1.813 -0.348 2.826
H -1.752 -1.814 3.816
H -1.286 -0.255 4.526
*
```

The relative energy (zero: lowest compared OMol25 entry of this formula, charge and spin) comes out at 77.4 kcal/mol. As for the HOMO-LUMO gap (alpha / beta): 6.62 / 5.31 eV.

Listed below, in e, are the Löwdin charges computed for each atom:
1. P 0.82
2. P 0.79
3. C -0.33
4. C -0.47
5. H 0.02
6. H 0.04
7. H 0.07
8. H 0.08
9. C -0.23
10. H 0.03
11. H 0.04
12. H 0.04
13. C -0.23
14. H 0.04
15. H 0.04
16. H 0.03
17. C -0.21
18. H -0.01
19. H -0.01
20. H 0.00
21. C -0.33
22. H 0.04
23. H 0.01
24. H 0.03
25. Pd 0.66
26. C -0.11
27. C -0.11
28. C -0.17
29. C -0.20
30. C -0.31
31. C -0.26
32. C -0.21
33. C -0.17
34. C -0.15
35. H 0.10
36. H 0.10
37. H 0.10
38. H 0.10
39. H 0.11
40. H 0.08
41. H 0.07
42. H 0.09
43. H 0.10
44. H 0.11
45. H 0.11
46. H 0.11
47. H 0.09
48. H 0.03
49. H 0.08
50. C -0.06
51. C -0.58
52. C -0.06
53. C -0.06
54. C -0.29
55. C -0.35
56. H 0.09
57. H 0.05
58. H 0.08
59. H 0.09
60. H 0.08
61. H 0.09
62. H 0.08
63. H 0.08
64. H 0.08

---

(2)
A structure of composition C35H56InN2O5SbSe3 at a distorted geometry. Source: the OMol25 dataset; level of theory: ωB97M-V with the def2-TZVPD basis set.

The geometry in ORCA input format:
```
! RIJCOSX wB97M-V def2-TZVPD def2/J DEFGRID3
* xyz 0 1
In 0.618 -1.227 0.986
O -5.407 1.805 2.261
C -4.154 2.527 2.183
C -3.519 2.727 3.562
C -4.361 3.591 4.508
O -4.649 4.927 4.062
C -2.139 3.438 3.361
Se -0.614 2.146 3.454
C -3.349 1.374 4.332
Se -2.021 0.264 3.383
H -5.245 0.927 1.939
H -4.352 3.502 1.690
H -3.416 2.025 1.566
H -3.816 3.708 5.436
H -5.329 3.128 4.706
H -5.177 4.861 3.245
H -1.928 4.267 4.083
H -2.084 3.828 2.358
H -4.257 0.822 4.457
H -2.925 1.578 5.299
C 4.692 -2.741 -5.769
O 4.415 -2.056 -4.569
C 3.452 -2.527 -3.757
C 2.790 -3.768 -3.976
C 1.882 -4.188 -3.005
C 1.544 -3.413 -1.888
C 0.402 -3.838 -1.111
C -0.221 -5.227 -1.336
O -0.125 -3.171 -0.224
C 2.214 -2.191 -1.670
O 1.979 -1.454 -0.628
C 3.140 -1.772 -2.633
H 5.403 -2.133 -6.336
H 3.746 -2.847 -6.378
H 5.079 -3.777 -5.580
H 2.967 -4.389 -4.830
H 1.335 -5.088 -3.232
H -0.781 -5.241 -2.295
H -0.867 -5.377 -0.478
H 0.572 -5.947 -1.337
H 3.646 -0.837 -2.466
C -0.265 5.256 -1.210
C 0.066 4.903 0.217
C 1.522 4.551 0.484
C 1.949 3.104 0.258
N 1.862 2.706 -1.135
C 0.971 1.845 -1.660
Se -0.573 1.201 -0.877
N 1.307 1.636 -2.970
C 0.565 0.798 -3.941
C -0.734 1.440 -4.454
C -0.608 2.879 -4.979
C 0.188 3.114 -6.240
C 2.481 2.353 -3.258
C 3.362 2.372 -4.351
C 4.452 3.221 -4.271
C 4.765 3.935 -3.127
C 3.955 3.803 -2.008
C 2.815 3.022 -2.093
H -1.332 5.531 -1.288
H -0.110 4.412 -1.906
H 0.374 6.060 -1.556
H -0.542 4.034 0.517
H -0.154 5.747 0.864
H 1.762 4.735 1.528
H 2.163 5.265 -0.077
H 1.239 2.476 0.818
H 2.972 2.979 0.639
H 0.361 -0.194 -3.451
H 1.274 0.595 -4.746
H -1.447 1.456 -3.630
H -1.171 0.835 -5.260
H -0.132 3.529 -4.209
H -1.660 3.187 -5.136
H 1.258 3.214 -6.017
H -0.081 4.075 -6.690
H 0.112 2.280 -6.979
H 3.197 1.818 -5.252
H 5.087 3.248 -5.136
H 5.634 4.595 -3.130
H 4.221 4.329 -1.105
C -4.162 -4.936 5.121
C -2.952 -5.474 4.441
Sb -1.760 -3.822 3.516
C -1.043 -2.839 5.358
C -0.151 -3.701 6.239
C 0.032 -5.047 3.085
C 0.001 -6.402 3.718
H -4.856 -5.692 5.466
H -4.728 -4.273 4.453
H -3.868 -4.263 5.948
H -3.161 -6.114 3.586
H -2.304 -6.051 5.091
H -1.933 -2.563 5.916
H -0.539 -1.908 5.082
H -0.668 -4.616 6.504
H 0.207 -3.176 7.119
H 0.742 -3.980 5.710
H 0.926 -4.494 3.373
H 0.075 -5.061 2.009
H 0.067 -6.248 4.811
H 0.810 -7.057 3.386
H -0.981 -6.868 3.517
*
```

The relative energy (zero: lowest compared OMol25 entry of this formula, charge and spin) comes out at 40.3 kcal/mol. As for the HOMO-LUMO gap: 7.43 eV.

Atomic partial charges in e from the Löwdin method, atoms 1 to 99:
1. In 0.70
2. O -0.04
3. C -0.21
4. C -0.55
5. C -0.22
6. O -0.06
7. C -0.43
8. Se 0.56
9. C -0.47
10. Se 0.49
11. H 0.08
12. H 0.13
13. H 0.10
14. H 0.12
15. H 0.13
16. H 0.09
17. H 0.09
18. H 0.03
19. H 0.07
20. H 0.06
21. C -0.09
22. O -0.08
23. C -0.28
24. C -0.02
25. C -0.02
26. C -0.11
27. C -0.37
28. C 0.00
29. O -0.13
30. C -0.36
31. O -0.29
32. C 0.06
33. H 0.09
34. H 0.11
35. H 0.10
36. H 0.09
37. H 0.10
38. H 0.10
39. H 0.08
40. H 0.07
41. H 0.12
42. C -0.10
43. C -0.27
44. C -0.19
45. C -0.14
46. N -0.01
47. C -0.66
48. Se 0.63
49. N 0.00
50. C -0.14
51. C -0.20
52. C -0.26
53. C -0.12
54. C -0.13
55. C -0.01
56. C -0.09
57. C -0.08
58. C 0.00
59. C -0.15
60. H 0.08
61. H 0.05
62. H 0.07
63. H 0.07
64. H 0.11
65. H 0.11
66. H 0.11
67. H 0.06
68. H 0.14
69. H 0.13
70. H 0.11
71. H 0.06
72. H 0.12
73. H 0.10
74. H 0.11
75. H 0.05
76. H 0.07
77. H 0.09
78. H 0.10
79. H 0.10
80. H 0.11
81. H 0.11
82. C -0.23
83. C -0.46
84. Sb 1.35
85. C -0.46
86. C -0.20
87. C -0.45
88. C -0.21
89. H 0.06
90. H 0.06
91. H 0.06
92. H 0.04
93. H 0.03
94. H 0.03
95. H 0.01
96. H 0.05
97. H 0.06
98. H 0.04
99. H 0.04